The following is a quantum chemistry calculation of a structure of composition C39H47BBrCsN8O2, from the Open Molecules 2025 dataset.

Each line ends with the Löwdin charge.
Atoms and positions in Å:
Cs -0.21538 0.22305 0.55057  0.888
C -1.48604 -3.95754 1.17868  -0.060
C -0.14498 -3.85164 1.96692  -0.349
C 0.29303 -5.22300 2.52223  -0.096
C -0.26336 -2.88461 3.13974  -0.291
C 0.30437 -2.94743 4.48541  -0.022
C -0.06632 -1.72071 5.04330  -0.086
N -0.83961 -1.03429 4.14207  -0.026
N -0.89467 -1.74663 2.91656  0.058
B -1.77999 0.15178 4.38478  -0.553
N -1.10728 1.53867 4.21632  -0.001
C -1.39245 2.68606 4.91976  -0.096
C -0.29628 3.52561 4.87902  -0.038
C 0.66369 2.85215 4.02138  -0.314
N 0.23482 1.67456 3.62468  0.109
C 2.08548 3.27466 3.64990  -0.351
C 2.30263 2.75778 2.23402  -0.099
C 2.34826 4.81574 3.79567  -0.072
N -2.99131 0.03735 3.33280  -0.033
C -4.20830 -0.53210 3.45256  -0.104
C -4.80778 -0.72583 2.18767  -0.029
C -3.87034 -0.16177 1.29491  -0.318
N -2.81145 0.29900 1.96939  -0.020
C -4.01677 0.08196 -0.19463  -0.399
C -5.26902 -0.65593 -0.61671  -0.092
C -3.90990 1.51066 -0.69186  -0.053
H -1.42097 -4.34708 0.12722  0.094
H -1.94461 -2.94881 1.13447  0.055
H -2.24838 -4.60011 1.69778  0.088
H 0.64833 -3.48416 1.33016  0.120
H -0.23353 -5.50518 3.45154  0.079
H 1.37086 -5.33756 2.69037  0.070
H 0.06192 -5.98469 1.77503  0.067
H 0.90073 -3.70559 4.96769  0.077
H -0.03940 -1.31715 6.05609  0.114
H -2.26478 0.06141 5.49214  0.102
H -2.39934 2.77112 5.29517  0.113
H -0.17369 4.48336 5.40922  0.087
H 2.72679 2.76264 4.38752  0.135
H 1.56328 3.26334 1.58193  0.093
H 2.15684 1.66379 2.18446  0.045
H 3.28792 3.01535 1.85677  0.069
H 1.62332 5.41024 3.28060  0.064
H 3.30167 5.06561 3.35311  0.058
H 2.36698 5.12186 4.85597  0.073
H -4.59587 -0.76093 4.41099  0.090
H -5.74687 -1.23332 2.00469  0.084
H -3.15628 -0.51926 -0.67792  0.147
H -6.13772 -0.35845 -0.02668  0.063
H -5.12043 -1.78223 -0.53021  0.110
H -5.47333 -0.42170 -1.68115  0.089
H -4.85459 1.98236 -0.46462  0.071
H -3.75492 1.48072 -1.74042  0.054
H -3.16274 2.08221 -0.06935  0.088
O -2.36477 0.82273 -3.80768  -0.080
C -2.00235 1.83780 -4.48784  -0.362
C -2.82384 2.33422 -5.57551  -0.020
C -2.52775 3.52436 -6.20651  -0.139
C -1.42555 4.28855 -5.77223  -0.167
C -0.59880 3.75355 -4.80445  -0.112
C -0.80340 2.54136 -4.11808  -0.075
C -0.02162 2.07627 -2.84280  -0.414
O -0.45645 0.94962 -2.26311  -0.190
N 1.40238 2.05445 -3.12122  0.016
N 2.15404 1.48352 -2.19651  0.031
C 3.43699 1.28618 -2.45509  -0.207
C 4.13643 0.27536 -1.72007  -0.528
Br 3.12106 -0.83244 -0.41520  0.688
C 5.47618 -0.06586 -1.92093  -0.149
C 6.38421 -0.56949 -0.94351  -0.271
C 7.33970 -1.51488 -1.40880  -0.027
C 8.16339 -2.19372 -0.44659  -0.097
C 7.95803 -1.98083 0.92295  -0.113
C 6.93895 -1.09369 1.35829  -0.107
C 6.16531 -0.40037 0.46322  -0.092
H -1.35390 0.79178 -2.75969  0.045
H -3.74714 1.78264 -5.69533  0.101
H -3.15629 3.93295 -7.01521  0.089
H -1.22708 5.30720 -6.15915  0.081
H 0.33090 4.25227 -4.57188  0.080
H -0.11042 2.97757 -2.15685  0.149
H 1.75745 2.73199 -3.80067  0.143
H 3.98765 1.97004 -3.17239  0.134
H 5.98002 0.12770 -2.88377  0.116
H 7.45491 -1.66787 -2.46336  0.095
H 8.93528 -2.85724 -0.83589  0.087
H 8.62155 -2.48392 1.70535  0.111
H 6.75999 -1.03805 2.43400  0.100
H 5.37252 0.30318 0.80004  0.095
C -3.59123 -3.50704 -4.58951  -0.240
C -2.45227 -4.37795 -4.61373  -0.245
C -1.30140 -3.56433 -4.69255  -0.235
C -1.71774 -2.18740 -4.65117  -0.199
C -3.13749 -2.18945 -4.65529  -0.231
H -4.61596 -3.85083 -4.47930  0.037
H -2.51355 -5.43063 -4.74990  0.023
H -0.25031 -3.87661 -4.61258  0.041
H -1.12380 -1.30113 -4.51603  0.043
H -3.69607 -1.26687 -4.66115  0.045

Computed properties:
- energy above the lowest of the compared OMol25 structures with the same formula, charge and spin (kcal per mole) = 69.6
- charge = -2
- HOMO-LUMO gap (eV) = 3.25

---

The following is a quantum chemistry calculation of a structure of composition C39H47BFeI2N4O, from the Open Molecules 2025 dataset.

Each line ends with the Löwdin charge.
Atoms and positions in Å:
Fe -0.99131 -0.25540 -0.46588  0.809
I -7.12091 4.32168 -0.86175  0.826
C -5.72227 2.78584 -0.57926  -0.741
C -6.03071 1.58249 0.00048  -0.219
C -4.97860 0.68878 0.27376  -0.668
I -5.38169 -1.16838 1.03439  0.952
C -3.65142 0.94989 -0.12183  -0.419
O -2.68763 0.10588 0.31392  -0.299
C -3.41852 2.08581 -0.87519  -0.186
C -2.04465 2.41616 -1.38128  -0.109
N -1.34779 1.23767 -2.03579  -0.102
C -2.01406 0.76127 -3.21255  -0.132
C -1.53118 -0.63664 -3.49626  -0.276
C -1.50565 -1.20647 -4.75080  0.008
C -1.15634 -2.57999 -4.82975  -0.031
C -0.82029 -3.29243 -3.70907  -0.068
C -0.78425 -2.61670 -2.57182  -0.114
N -1.14681 -1.32855 -2.43566  0.059
C -4.41940 3.04265 -1.04637  -0.112
H -7.05009 1.33640 0.27268  0.086
H -2.20789 3.28253 -2.00330  0.110
H -1.46176 2.83408 -0.57533  0.111
H -0.38879 1.54407 -2.13176  0.079
H -3.04906 0.54641 -2.90866  0.143
H -1.97987 1.48650 -4.11438  0.164
H -1.63933 -0.60858 -5.68526  0.130
H -1.11117 -3.12008 -5.73974  0.100
H -0.64116 -4.34973 -3.75467  0.117
H -0.28369 -2.99939 -1.65050  0.117
H -4.10122 3.85857 -1.70588  0.104
C 2.44554 -0.53938 -2.79465  -0.048
C 3.40570 -1.01802 -1.66297  -0.345
C 4.80224 -1.21230 -2.24513  -0.090
C 2.82723 -2.33665 -1.06579  -0.115
C 2.91221 -3.51805 -1.84820  -0.041
C 2.40539 -4.74438 -1.38563  -0.090
C 1.70966 -4.77955 -0.18712  -0.071
C 1.58910 -3.61895 0.58434  -0.092
C 0.59537 -3.78515 1.80987  -0.354
C 1.09115 -3.47573 3.21642  -0.065
C -0.75016 -3.16125 1.54050  -0.066
C 2.12783 -2.36976 0.14325  -0.137
N 1.91393 -1.19850 0.91412  0.029
B 0.83656 -0.24981 0.68054  -0.458
N 1.23417 0.84808 1.51875  0.000
C 2.42148 0.60517 2.19822  -0.084
C 2.86086 -0.61056 1.80618  -0.054
C 0.43858 2.02263 1.71356  -0.119
C 0.62454 3.25807 1.09850  -0.154
C -0.09864 4.40909 1.51694  -0.030
C -1.18674 4.23284 2.36795  -0.091
C -1.44254 3.01931 2.96159  -0.001
C -0.65936 1.84311 2.61877  -0.088
C -0.98644 0.55631 3.33801  -0.387
C -0.12660 0.43714 4.59056  -0.057
C -2.46356 0.39160 3.61123  -0.062
C 1.70172 3.54097 0.11122  -0.404
C 3.09241 3.77875 0.77496  -0.033
C 1.80896 2.60710 -1.01625  -0.077
H 2.88926 0.39538 -3.18713  0.083
H 1.39770 -0.33428 -2.46438  0.057
H 2.52134 -1.36243 -3.50788  0.075
H 3.48515 -0.32993 -0.83977  0.108
H 4.87935 -1.67502 -3.22607  0.067
H 5.45233 -1.83360 -1.58558  0.093
H 5.40251 -0.28434 -2.36941  0.085
H 3.59460 -3.49309 -2.68219  0.098
H 2.57501 -5.65193 -1.99606  0.108
H 1.42629 -5.82299 0.16055  0.131
H 0.43778 -4.91423 1.82883  0.131
H 1.03045 -2.38366 3.44007  0.073
H 2.10993 -3.85171 3.46083  0.092
H 0.35366 -3.95334 3.82591  0.063
H -0.74385 -2.10342 1.52433  0.008
H -1.59292 -3.40142 2.14441  0.081
H -0.98364 -3.44930 0.50935  0.077
H 2.95835 1.38364 2.76722  0.129
H 3.83211 -1.06787 1.91007  0.118
H 0.04745 5.46000 1.13057  0.132
H -1.67061 5.09941 2.68679  0.081
H -2.18898 2.78696 3.70586  0.099
H -0.58893 -0.32657 2.70950  0.119
H -0.52774 1.06244 5.37005  0.067
H 0.96414 0.74797 4.48953  0.096
H -0.25504 -0.61415 4.94588  0.088
H -2.78661 0.99484 4.39332  0.052
H -2.63588 -0.60368 3.83578  0.054
H -3.05973 0.59820 2.63717  0.096
H 1.53260 4.46215 -0.46193  0.131
H 3.54714 2.90106 1.25210  0.064
H 3.06563 4.59368 1.48101  0.072
H 3.71462 4.09611 -0.08596  0.083
H 2.11106 1.60990 -0.67747  0.070
H 2.40151 3.15174 -1.81979  0.120
H 0.84085 2.47693 -1.46773  0.044

Computed properties:
- charge = 0
- HOMO-LUMO gap (spin up / spin down) (eV) = 7.71 / 7.59
- multiplicity = 5

---

The following is a quantum chemistry calculation of a structure of composition C39H47BrHfIN4O9SeSi, from the Open Molecules 2025 dataset.

Each line ends with the Löwdin charge.
Atoms and positions in Å:
Hf -0.19917 0.00434 0.05510  1.367
O 1.20858 3.64213 1.07038  0.105
C 0.30965 2.98473 0.60384  -0.534
O -0.10618 1.80515 1.03271  -0.205
C -0.52505 3.45481 -0.55822  -0.050
C -1.11062 4.68901 -0.54815  0.069
C -2.04100 5.00609 -1.52994  -0.132
C -2.38232 4.10545 -2.49832  0.068
C -1.76149 2.86949 -2.53858  -0.031
C -0.80669 2.49688 -1.57161  -0.284
O -0.19338 1.34180 -1.54552  -0.329
N -2.23371 1.93981 -3.61155  -0.310
O -3.29964 2.21143 -4.15536  0.055
O -1.55740 0.97140 -3.91621  -0.096
N -2.71788 6.32661 -1.50178  -0.349
O -2.43770 7.08733 -0.59099  0.061
O -3.52117 6.59075 -2.38274  0.059
H -0.86811 5.40339 0.22688  0.138
H -3.12480 4.35161 -3.23398  0.127
C -2.07232 -4.17082 1.39470  -0.063
C -1.96015 -3.55518 2.79667  -0.352
C -0.49059 -3.43050 3.21191  -0.068
C -2.86884 -2.30838 2.89177  -0.114
C -4.14421 -2.61410 3.38389  -0.064
C -5.13971 -1.66744 3.49863  -0.090
C -4.85105 -0.36268 3.14600  -0.050
C -3.59525 0.02524 2.67050  -0.119
C -3.45783 1.53888 2.42302  -0.345
C -2.31381 2.16843 3.23579  -0.052
C -3.39035 1.94630 0.94950  -0.084
C -2.59912 -0.96849 2.50261  -0.146
N -1.27314 -0.61065 2.00394  -0.023
C -0.35300 -0.54319 2.92774  -0.139
C 1.02593 -0.37137 2.68337  -0.322
C 2.03128 -0.34181 3.64157  -0.031
C 3.21838 -0.11804 2.95464  -0.038
C 2.89209 0.00290 1.58520  -0.229
N 1.57452 -0.18898 1.40863  0.010
C 3.89191 0.35127 0.49055  -0.531
C 4.77305 -0.87255 0.21465  -0.037
C 4.75396 1.52268 0.97832  -0.046
C 3.20624 0.78122 -0.80367  -0.051
H -1.43229 -5.06348 1.31067  0.085
H -1.75089 -3.45223 0.64326  0.040
H -3.11020 -4.45711 1.17992  0.078
H -2.40502 -4.26381 3.49044  0.110
H 0.11408 -2.96677 2.44136  0.054
H -0.09388 -4.44048 3.37523  0.082
H -0.37301 -2.87477 4.15019  0.077
H -4.34467 -3.63675 3.68696  0.108
H -6.12024 -1.93519 3.88306  0.100
H -5.61864 0.39952 3.25567  0.108
H -4.38357 1.96328 2.80146  0.111
H -1.33659 1.94339 2.80536  0.047
H -2.33112 1.81656 4.27483  0.082
H -2.42428 3.25999 3.24455  0.083
H -2.45100 1.67134 0.50559  -0.013
H -3.49258 3.03694 0.86282  0.088
H -4.18229 1.47167 0.36736  0.071
H -0.63868 -0.64354 3.96930  0.141
H 1.88998 -0.46904 4.71198  0.108
H 4.21251 -0.03907 3.38093  0.097
H 5.28556 -1.20022 1.12623  0.082
H 5.52698 -0.63657 -0.54746  0.082
H 4.16216 -1.71036 -0.14793  0.079
H 5.32104 1.26467 1.88092  0.073
H 4.12003 2.38887 1.20591  0.093
H 5.46756 1.80788 0.19402  0.084
H 2.60931 -0.02176 -1.23019  0.040
H 3.95970 1.06426 -1.54551  0.086
H 2.56246 1.65119 -0.63393  0.087
C -3.29039 -3.58100 -2.41693  -0.220
Si -3.97357 -1.94809 -1.92467  0.059
C -4.58135 -1.06141 -3.40422  -0.235
C -5.27567 -2.11526 -0.63891  -0.227
Se -2.38550 -0.68061 -1.02957  0.534
H -4.09299 -4.23655 -2.79862  0.036
H -2.80237 -4.07706 -1.57192  0.016
H -2.54521 -3.44131 -3.21300  0.035
H -5.44502 -1.57942 -3.85442  0.037
H -3.77746 -0.99164 -4.14794  0.033
H -4.87481 -0.03788 -3.14348  0.029
H -6.03866 -2.86794 -0.90842  0.035
H -5.77309 -1.14483 -0.49508  0.035
H -4.81267 -2.39713 0.31613  0.014
C 1.72346 -3.44970 -1.98179  -0.041
O 1.00271 -3.42066 -0.71655  -0.069
C 0.53374 -2.27281 -0.33540  -0.371
O 0.79601 -1.29160 -1.10532  -0.318
H 1.94095 -4.49788 -2.16390  0.088
H 2.64724 -2.87792 -1.90845  0.074
H 1.11943 -3.03435 -2.78307  0.082
Br 3.36725 3.28297 -4.68788  0.712
C 4.11499 1.54569 -4.63979  -0.745
C 5.49828 1.46104 -4.78013  -0.150
C 6.12840 0.22789 -4.74010  -0.098
C 5.37472 -0.92257 -4.55280  -0.094
C 3.99691 -0.83293 -4.40978  -0.164
C 3.34110 0.39679 -4.45495  -0.741
I 1.28286 0.42423 -4.16157  1.168
H 6.07220 2.37046 -4.91608  0.093
H 7.20766 0.16921 -4.84972  0.102
H 5.85785 -1.89296 -4.51627  0.101
H 3.40728 -1.73271 -4.25466  0.083

Computed properties:
- energy above the lowest of the compared OMol25 structures with the same formula, charge and spin (kcal per mole) = 0.0
- charge = -1
- HOMO-LUMO gap (eV) = 7.26

---

| no. | F_max (eV Å⁻¹) |
| --- | --- |
| 1 | 3.853 |
| 2 | 4.538 |
| 3 | 2.564 |